P | Computed, not measured: an isolated molecule of C4H9NOS, with wB97M-V/def2-TZVPD.

As for the SMILES: N[C@H](C=O)CCS. The calculation puts the HOMO energy at -9.28 eV. Its spin multiplicity is 1.

Each line ends with the Mulliken charge.
Element x y z (Å)
1 N 0.808 -1.501 0.644  -0.68
2 C 0.006 -0.226 0.663  0.07
3 C -1.227 -0.112 1.608  -0.24
4 O -1.740 -1.088 2.075  -0.49
5 C -0.676 0.083 -0.697  -0.71
6 C 0.397 0.609 -1.735  -0.75
7 S 1.347 2.019 -1.020  -0.24
8 H 0.047 -2.179 0.643  0.33
9 H 1.257 -1.619 1.597  0.30
10 H 0.595 0.544 1.080  0.45
11 H -1.549 0.940 1.701  0.37
12 H -1.356 0.930 -0.424  0.33
13 H -1.284 -0.777 -1.003  0.36
14 H 1.087 -0.068 -2.186  0.38
15 H 0.059 1.133 -2.588  0.39
16 H 2.229 1.313 -0.358  0.12

***

Q | Computed, not measured: an isolated molecule of C4H9NOS, with wB97M-V/def2-TZVPD.

As for the SMILES: C=NS[C@H](C)OC. The calculation puts the HOMO energy at -8.79 eV. Its spin multiplicity is 1.

Each line ends with the Mulliken charge.
Element x y z (Å)
1 C 2.872 -0.152 0.793  -0.24
2 N 1.764 -0.281 0.186  -0.28
3 S 0.409 -0.080 1.190  -0.01
4 C -0.900 -0.355 0.124  0.33
5 C -0.962 -1.742 -0.491  -1.43
6 O -0.930 0.597 -0.937  -0.36
7 C -1.040 1.929 -0.542  -0.73
8 H 3.789 -0.352 0.205  0.25
9 H 2.928 0.053 1.880  0.21
10 H -1.782 -0.238 0.812  0.31
11 H -0.104 -1.979 -1.135  0.38
12 H -1.043 -2.438 0.320  0.39
13 H -1.882 -1.853 -1.115  0.33
14 H -0.159 2.280 -0.034  0.30
15 H -1.106 2.530 -1.453  0.26
16 H -1.853 2.081 0.196  0.31

***

Quick look at relative energies in eV: P 0.000; Q 0.554.

***

P | Computed, not measured: a cluster of 4 separate species, CH10NO3 in total, with wB97M-V/def2-TZVPD.

Its charge is +1. The calculation puts the HOMO energy at -15.06 eV. Its spin multiplicity is 1.

Each line ends with the Mulliken charge.
Element x y z (Å)
1 C -1.645 0.689 1.173  -0.05
2 N -1.112 -0.498 1.165  -0.11
3 H -2.056 1.113 2.045  0.32
4 H -1.485 1.274 0.203  0.25
5 H -0.396 -0.688 0.416  0.31
6 H -1.185 -1.134 2.024  0.32
7 H -0.042 -0.141 -1.878  0.33
8 H -0.961 0.881 -2.540  0.30
9 O -0.541 0.726 -1.701  -0.62
10 H 2.044 1.138 -0.265  0.31
11 H 2.684 1.184 1.029  0.31
12 O 1.792 1.180 0.691  -0.60
13 H 1.787 -1.774 -0.718  0.30
14 H 0.314 -2.389 -0.944  0.32
15 O 0.801 -1.562 -0.700  -0.70

***

Q | Computed, not measured: a cluster of 4 separate species, CH10NO3 in total, with wB97M-V/def2-TZVPD.

Its charge is +1. The calculation puts the HOMO energy at -14.72 eV. Its spin multiplicity is 1.

Each line ends with the Mulliken charge.
Element x y z (Å)
1 C 0.476 0.217 2.337  -0.05
2 N 0.170 0.998 1.376  -0.13
3 H 0.022 -0.740 2.578  0.29
4 H 1.341 0.408 2.969  0.25
5 H 0.836 1.757 1.258  0.34
6 H -0.154 0.593 0.440  0.34
7 H -3.542 0.238 -3.401  0.32
8 H -4.234 -0.915 -2.914  0.32
9 O -3.331 -0.564 -2.910  -0.63
10 H -0.332 0.960 -1.764  0.30
11 H -1.571 -0.036 -1.322  0.31
12 O -0.797 0.490 -1.052  -0.68
13 H 4.107 -0.659 1.267  0.33
14 H 3.667 -1.762 0.352  0.32
15 O 3.342 -0.983 0.785  -0.63

***

Quick look at relative energies in eV: P 0.000; Q 0.149.

***

P | Computed, not measured: a cluster of 2 separate species, C2H6NO3 in total, with wB97M-V/def2-TZVPD.

Its charge is -1. The calculation puts the HOMO energy at -3.98 eV. Its spin multiplicity is 1.

Each line ends with the Mulliken charge.
Element x y z (Å)
1 O -0.674 -0.992 1.318  -0.72
2 C -0.189 0.066 0.858  0.54
3 O 0.990 0.361 0.576  -0.74
4 C -1.274 1.149 0.453  -0.46
5 N -1.427 1.070 -1.015  -0.67
6 H -2.223 0.970 0.964  0.30
7 H -1.101 2.203 0.700  0.25
8 H -1.853 0.206 -1.300  0.26
9 H -0.521 1.210 -1.447  0.24
10 H 1.647 -0.753 -1.678  0.33
11 H 2.142 -1.502 -0.598  0.35
12 O 2.262 -1.526 -1.556  -0.69

***

Q | Computed, not measured: a cluster of 2 separate species, C2H6NO3 in total, with wB97M-V/def2-TZVPD.

Its charge is -1. The calculation puts the HOMO energy at -4.50 eV. Its spin multiplicity is 1.

Each line ends with the Mulliken charge.
Element x y z (Å)
1 O 0.528 1.262 1.142  -0.67
2 C 0.166 0.355 0.336  0.69
3 O -0.932 -0.433 0.253  -0.86
4 C 1.014 -0.168 -0.824  -0.51
5 N 1.120 -1.633 -1.008  -0.77
6 H 0.487 0.004 -1.811  0.19
7 H 1.954 0.391 -0.937  0.37
8 H 0.271 -1.853 -0.586  0.32
9 H 1.659 -1.968 -0.208  0.24
10 H -1.960 1.802 0.665  0.27
11 H -2.047 0.656 1.454  0.37
12 O -2.258 1.584 1.524  -0.64

***

Quick look at relative energies in eV: P 0.000; Q 0.765.

***

P | Computed, not measured: a cluster of 2 separate species, C4H7N3OS in total, with wB97M-V/def2-TZVPD.

As for the SMILES: CC(=O)n1ccnn1.S. The calculation puts the HOMO energy at -9.72 eV. Its spin multiplicity is 1.

Each line ends with the Mulliken charge.
Element x y z (Å)
1 C -0.116 1.746 0.898  -0.81
2 C -1.221 1.309 -0.014  0.53
3 O -1.907 1.920 -0.778  -0.52
4 N -1.225 -0.135 -0.103  0.70
5 C -2.169 -0.872 -0.887  -0.28
6 C -2.123 -2.100 -0.314  -0.26
7 N -1.369 -2.084 0.823  -0.57
8 N -0.843 -0.919 0.926  -0.35
9 H 0.540 2.337 0.329  0.27
10 H -0.459 2.430 1.843  0.26
11 H 0.428 0.898 1.431  0.30
12 H -2.353 -0.589 -1.893  0.34
13 H -2.620 -3.040 -0.628  0.39
14 S 2.082 -1.132 -0.541  -0.27
15 H 2.998 -2.110 -0.518  0.14
16 H 1.078 -1.844 -0.132  0.11

***

Q | Computed, not measured: a cluster of 2 separate species, C4H7N3OS in total, with wB97M-V/def2-TZVPD.

The calculation puts the HOMO energy (spin up / spin down) at -6.80 / -6.81 eV. Its spin multiplicity is 1.

Each line ends with the Mulliken charge.
Element x y z (Å)
1 C -1.384 -1.543 -0.387  -0.21
2 C -1.558 -0.224 -0.845  -0.32
3 C -0.708 1.862 0.016  -0.71
4 C 2.200 0.264 0.051  0.09
5 N -0.947 -1.523 0.855  -0.57
6 N -0.842 -0.146 1.212  -0.19
7 N -1.021 0.542 0.090  0.30
8 O 1.869 0.517 1.177  -0.54
9 S 2.169 -1.248 -0.734  -0.17
10 H -1.476 -2.491 -0.869  0.41
11 H -1.706 -0.123 -1.864  0.35
12 H -1.201 2.436 -0.759  0.24
13 H 0.045 2.365 0.536  0.36
14 H 2.518 0.920 -0.719  0.39
15 H -0.027 0.209 1.790  0.38
16 H 2.069 -1.816 0.450  0.18

***

Quick look at relative energies in eV: P 0.000; Q 2.819.

***

P | Computed, not measured: the ion CN3O4S with charge -1, with wB97M-V/def2-TZVPD.

Its charge is -1. The calculation puts the HOMO energy at -5.94 eV. Its spin multiplicity is 1.

Each line ends with the Mulliken charge.
Element x y z (Å)
1 C -0.414 -1.324 -0.414  0.58
2 N -0.790 -2.347 -0.769  -0.56
3 N -0.088 -0.158 0.055  -0.51
4 N -1.159 0.696 0.623  1.05
5 O 2.017 1.068 -1.540  -0.48
6 O -2.254 0.293 0.537  -0.60
7 O -0.824 1.802 1.003  -0.61
8 O 2.690 0.825 0.727  -0.55
9 S 2.025 0.144 -0.456  0.68

***

Q | Computed, not measured: a cluster of 2 separate species, CN3O4S in total, with wB97M-V/def2-TZVPD.

Its charge is -1. The calculation puts the HOMO energy at -5.46 eV. Its spin multiplicity is 1.

Each line ends with the Mulliken charge.
Element x y z (Å)
1 C -0.075 -0.812 -2.058  0.54
2 N -0.064 -1.368 -3.036  -0.59
3 N 0.105 0.565 2.594  -0.35
4 N -0.739 -0.063 2.192  0.90
5 O -0.203 -0.348 -0.890  -0.62
6 O -1.750 -0.634 2.021  -0.55
7 O 0.303 2.094 0.267  -0.50
8 O 2.071 1.265 -1.209  -0.54
9 S 1.209 0.974 -0.081  0.72

***

Quick look at relative energies in eV: P 1.837; Q 0.000.

***

P | Computed, not measured: a structure of composition C9H9AlF3I2O7S2Ti, with wB97M-V/def2-TZVPD.

Its charge is +4. The calculation puts the HOMO energy (spin up / spin down) at -23.49 / -23.49 eV. Its spin multiplicity is 2.

Each line ends with the Mulliken charge.
Element x y z (Å)
1 I -1.890 -0.152 -3.338  0.64
2 I 1.258 -2.687 2.469  0.43
3 Ti 0.532 -0.692 1.064  0.34
4 Al -0.647 0.285 -1.170  0.99
5 S 0.839 -1.430 -1.075  -0.01
6 C 0.658 1.735 -1.994  0.49
7 C -1.761 1.943 -0.602  0.39
8 C 2.569 -1.330 -1.983  1.40
9 C 3.266 -2.614 -1.546  -1.59
10 C 3.375 -0.101 -1.589  -1.35
11 C 2.213 -1.347 -3.465  -1.44
12 C -0.219 0.466 2.670  0.43
13 C 2.225 0.396 1.377  0.43
14 O -2.436 2.861 -0.495  0.02
15 O 1.327 2.478 -2.559  -0.02
16 O -0.520 0.961 3.643  0.06
17 O 3.265 0.889 1.645  0.01
18 H 4.265 -2.638 -2.001  0.50
19 H 2.708 -3.496 -1.872  0.48
20 H 3.378 -2.657 -0.458  0.41
21 H 3.901 0.263 -2.486  0.39
22 H 4.132 -0.361 -0.839  0.37
23 H 2.766 0.727 -1.211  0.16
24 H 3.148 -1.345 -4.042  0.51
25 H 1.620 -0.474 -3.759  0.33
26 H 1.645 -2.247 -3.723  0.45
27 F -4.542 -0.242 3.527  -0.13
28 C -3.879 -1.119 2.709  0.56
29 F -2.979 -1.784 3.505  -0.19
30 F -4.804 -2.048 2.309  -0.14
31 S -3.057 -0.184 1.196  0.85
32 O -4.160 -0.055 0.293  -0.45
33 O -2.499 1.019 1.809  -0.62
34 O -1.853 -1.036 0.608  -0.71

***

Q | Computed, not measured: a structure of composition C9H9AlF3I2O7S2Ti, with wB97M-V/def2-TZVPD.

Its charge is +4. The calculation puts the HOMO energy (spin up / spin down) at -23.96 / -24.11 eV. Its spin multiplicity is 2.

Each line ends with the Mulliken charge.
Element x y z (Å)
1 I 3.062 -1.273 -0.050  0.36
2 I 3.266 1.576 -0.331  0.25
3 Ti 0.599 1.669 0.720  -0.34
4 Al 0.152 -1.980 0.441  0.28
5 S -0.316 0.038 -0.548  0.52
6 C -1.489 -2.865 -0.677  0.55
7 C -0.994 -2.213 2.094  0.80
8 C -0.073 -0.140 -2.592  1.12
9 C 0.796 1.007 -3.043  -1.19
10 C -1.505 0.009 -3.073  -1.22
11 C 0.511 -1.499 -2.917  -1.26
12 C -0.613 2.390 2.447  0.50
13 C -0.900 2.710 -0.284  0.62
14 O -1.763 -2.535 2.901  -0.06
15 O -2.453 -3.160 -1.255  -0.05
16 O -1.321 3.045 3.092  -0.03
17 O -1.826 3.180 -0.834  -0.08
18 H 0.895 0.969 -4.140  0.48
19 H 1.809 0.939 -2.632  0.20
20 H 0.376 1.982 -2.768  0.36
21 H -1.501 0.010 -4.172  0.50
22 H -1.958 0.946 -2.720  0.37
23 H -2.119 -0.834 -2.741  0.31
24 H 0.626 -1.587 -4.014  0.51
25 H -0.133 -2.315 -2.560  0.29
26 H 1.505 -1.618 -2.465  0.24
27 F 0.148 -0.246 5.772  -0.13
28 C 0.850 0.464 4.868  0.56
29 F 0.488 1.762 4.939  -0.17
30 F 2.170 0.333 5.126  -0.14
31 S 0.445 -0.145 3.139  1.11
32 O 0.824 -1.548 3.047  -0.58
33 O -0.937 0.194 2.881  -0.56
34 O 1.376 0.737 2.349  -0.12

***

Quick look at relative energies in eV: P 1.994; Q 0.000.

***

P | Computed, not measured: a cluster of 3 separate species, C4H13NOS2 in total, with wB97M-V/def2-TZVPD.

The calculation puts the HOMO energy at -6.90 eV. Its spin multiplicity is 1.

Each line ends with the Mulliken charge.
Element x y z (Å)
1 S 3.333 0.289 0.532  -0.58
2 S -1.535 1.026 -0.601  -0.10
3 C -0.019 1.192 0.251  -0.48
4 C 0.073 -0.024 1.123  -0.77
5 C 0.286 -1.198 0.216  -0.31
6 N -0.444 -1.151 -1.001  -0.16
7 C 0.198 -0.568 -2.168  -0.87
8 H 4.558 -0.139 0.866  0.03
9 H 0.824 1.362 -0.396  0.25
10 H 0.012 2.072 0.918  0.42
11 H 0.929 0.049 1.793  0.43
12 H -0.844 -0.047 1.717  0.37
13 H 0.099 -2.115 0.778  0.34
14 H 1.374 -1.181 -0.021  0.16
15 H -1.029 -1.950 -1.198  0.26
16 H -0.573 -0.270 -2.870  0.37
17 H 0.854 0.228 -1.911  0.34
18 H 0.754 -1.331 -2.729  0.36
19 H -2.875 -0.283 0.807  0.23
20 H -4.159 -0.953 1.310  0.29
21 O -3.198 -0.990 1.391  -0.59

***

Q | Computed, not measured: a cluster of 2 separate species, C4H13NOS2 in total, with wB97M-V/def2-TZVPD.

As for the SMILES: CSSC[C@@H](C)N.O. The calculation puts the HOMO energy at -8.42 eV. Its spin multiplicity is 1.

Each line ends with the Mulliken charge.
Element x y z (Å)
1 C -0.356 -0.157 4.257  -0.78
2 S 1.169 0.415 3.453  -0.10
3 S 0.489 0.840 1.577  -0.09
4 C 1.467 -0.262 0.504  -1.22
5 C 0.805 -0.510 -0.878  0.52
6 C -0.646 -1.009 -0.822  -1.11
7 N 1.002 0.720 -1.668  -0.70
8 H -1.033 0.693 4.263  0.28
9 H -0.734 -1.058 3.779  0.27
10 H -0.092 -0.438 5.276  0.31
11 H 2.422 0.228 0.317  0.48
12 H 1.574 -1.198 1.047  0.49
13 H 1.433 -1.343 -1.219  0.27
14 H -0.590 -2.068 -1.081  0.29
15 H -1.347 -0.397 -1.392  0.31
16 H -1.146 -1.017 0.157  0.26
17 H 0.147 1.101 -2.034  0.19
18 H 1.337 1.408 -1.011  0.30
19 O -1.878 1.729 -4.860  -0.63
20 H -1.721 1.129 -4.127  0.32
21 H -2.301 1.193 -5.539  0.32

***

Quick look at relative energies in eV: P 3.881; Q 0.000.

***

P | Computed, not measured: an isolated molecule of CHF3N2O, with wB97M-V/def2-TZVPD.

As for the SMILES: O=CN(F)N(F)F. The calculation puts the HOMO energy at -11.83 eV. Its spin multiplicity is 1.

Each line ends with the Mulliken charge.
Element x y z (Å)
1 O -1.421 1.604 0.327  -0.34
2 C -1.286 0.483 -0.010  0.19
3 N -0.020 -0.342 0.258  0.25
4 F -0.236 -1.794 -0.122  -0.29
5 N 1.115 0.211 0.223  0.25
6 F 1.721 0.314 -1.139  -0.23
7 F 2.220 -0.201 0.947  -0.14
8 H -2.093 -0.274 -0.484  0.31

***

Q | Computed, not measured: an isolated molecule of CHF3N2O, with wB97M-V/def2-TZVPD.

As for the SMILES: O=NNC(F)(F)F. The calculation puts the HOMO energy at -9.75 eV. Its spin multiplicity is 1.

Each line ends with the Mulliken charge.
Element x y z (Å)
1 O -1.613 -1.626 -0.001  -0.46
2 N -0.569 -1.239 0.413  0.02
3 N 0.403 -1.062 -0.459  0.10
4 C 1.939 -0.444 -0.022  0.78
5 F 2.246 0.199 -1.124  -0.23
6 F 1.954 0.294 1.072  -0.18
7 F 2.758 -1.458 0.158  -0.22
8 H 0.487 -1.222 -1.450  0.19

***

Quick look at relative energies in eV: P 4.582; Q 0.000.